Entry 1:
{
  "formula": "C11H17N4",
  "method": "ωB97M-V/def2-TZVPD",
  "symbols": ["N", "C", "C", "C", "H", "C", "H", "H", "H", "H", "H", "C", "H", "N", "C", "H", "H", "H", "N", "N", "C", "H", "C", "H", "C", "H", "H", "H", "H", "C", "H", "C"],
  "xyz": [[-2.354, 2.185, -1.807], [0.930, -2.207, 0.127], [-0.504, -1.583, 0.052], [2.018, -1.349, 0.651], [-0.273, -1.393, 2.099], [3.463, -1.910, 0.561], [-1.368, -2.808, 1.751], [3.469, 0.262, 2.195], [-1.094, -2.085, -0.751], [0.912, -3.001, 0.747], [3.491, -2.881, 1.066], [-1.083, -1.761, 1.558], [-1.948, 4.095, -1.782], [0.754, 0.553, 0.368], [2.573, 0.755, 1.941], [-3.964, 1.034, -2.377], [1.864, 0.951, 2.731], [1.133, -2.578, -0.913], [-2.436, -0.003, -1.355], [-1.285, 0.504, -0.906], [-2.822, 3.530, -1.954], [-3.090, 3.515, -2.961], [1.693, -0.082, 1.077], [-0.493, 2.561, -0.894], [-3.111, 1.028, -1.842], [2.927, 1.619, 1.389], [-1.906, -1.035, 1.745], [-3.764, 3.884, -1.346], [4.193, -1.284, 0.954], [-1.231, 1.853, -1.241], [3.664, -2.106, -0.574], [-0.361, -0.265, -0.310]],
  "forces_ev_per_angstrom": [[-1.7, -2.3, 1.5], [-0.2, 2.1, -4.0], [-0.7, -4.1, 1.4], [1.1, -0.5, 0.1], [1.2, 0.1, 1.6], [-2.7, -1.3, -2.1], [0.2, 0.6, 0.0], [0.6, -0.9, 1.0], [0.2, -0.1, 1.0], [-0.3, -3.1, 2.0], [0.2, 0.0, -0.1], [-1.5, 0.7, -2.5], [0.5, 1.3, 0.1], [-5.5, -1.6, -2.3], [-1.0, 0.2, -1.2], [-2.9, -0.5, -1.2], [0.7, 0.8, 0.9], [0.4, 0.1, 0.8], [-1.7, 0.7, -0.6], [-0.6, 3.4, -1.9], [-1.9, 0.4, 0.7], [-0.6, 1.1, -1.8], [1.4, -0.6, -1.9], [0.2, -0.4, -0.1], [3.7, -0.3, 1.0], [-0.5, 0.6, 0.2], [0.2, -0.8, -0.2], [2.1, -1.2, -0.7], [1.2, 1.2, 0.6], [1.9, -1.5, 2.1], [-0.3, 0.3, 2.0], [6.5, 5.5, 3.7]],
  "e_tot_ha": -647.98424,
  "total_charge": 1,
  "homo_ev": [-11.1, -10.8],
  "homo_lumo_gap_ev": [6.8, 6.8],
  "smiles": "CC1=C(C)N=C([n+]2cn(C)cn2)[C@H](C)C1"
}

Entry 2:
{
  "formula": "C11H17N5O4",
  "method": "ωB97M-V/def2-TZVPD",
  "symbols": ["O", "C", "H", "H", "H", "H", "N", "C", "H", "N", "H", "C", "H", "H", "H", "C", "C", "O", "N", "H", "H", "C", "C", "O", "C", "O", "H", "C", "H", "H", "N", "N", "H", "C", "H", "C", "H"],
  "xyz": [[-1.255, -2.467, 0.239], [1.114, 0.740, 0.418], [-1.376, -1.756, 1.091], [-1.571, 0.492, 2.445], [-0.479, 1.820, 0.353], [-1.875, -1.834, -2.973], [-0.816, 0.040, 1.828], [0.539, 2.112, 2.230], [-0.368, 0.859, -2.815], [0.729, 0.548, 4.167], [0.489, -0.595, -3.462], [1.386, 1.484, 3.298], [1.744, -0.087, -1.260], [-0.057, -0.330, 2.587], [-4.157, -1.499, -4.719], [2.822, 1.584, 3.593], [-0.241, -0.534, -1.298], [-0.719, -2.711, -2.019], [-3.047, -1.065, -5.496], [-2.688, -0.385, -2.686], [1.547, -0.589, 5.659], [-1.916, -0.796, -3.222], [-0.692, -2.028, -1.044], [-1.532, 0.606, -5.027], [-0.053, 1.152, 1.168], [2.161, 1.341, 0.862], [-0.463, 2.474, 2.621], [-2.166, -0.438, -4.709], [-0.943, 0.138, -0.653], [0.852, 2.960, 1.739], [0.941, -0.088, -0.707], [2.869, 0.823, 4.625], [3.653, 1.010, 5.289], [1.660, 0.255, 5.042], [-4.098, -0.517, -6.392], [-0.418, -0.228, -2.693], [3.614, 2.069, 3.113]],
  "forces_ev_per_angstrom": [[0.7, 2.4, -0.3], [3.3, 0.5, 0.0], [1.2, -1.4, -3.8], [1.6, -0.9, -1.1], [-1.1, -0.8, 1.2], [-0.7, -0.3, -0.8], [0.6, 0.2, 1.8], [-4.0, -0.9, 1.3], [-0.3, -0.2, -0.1], [2.0, 2.7, -0.9], [-2.5, 0.5, 2.2], [0.6, -0.2, -0.3], [1.6, -0.4, -1.0], [-2.5, 1.1, -2.0], [4.7, 1.2, -2.5], [-7.2, 0.7, -2.7], [-3.3, 0.2, 4.5], [0.6, -1.9, 1.6], [-9.7, -2.1, -0.6], [-1.9, 1.4, 1.5], [0.4, -0.5, 1.2], [3.7, -0.4, -1.8], [-0.7, 0.8, 2.7], [-1.5, -2.5, -0.7], [-0.4, 0.5, 1.1], [-1.5, -3.4, -4.2], [1.1, -0.2, 0.7], [2.6, 5.5, 1.7], [-0.1, -1.6, -1.5], [1.5, 1.7, -0.7], [2.9, 1.5, 2.6], [2.6, -2.4, 6.3], [-0.9, -1.1, -0.6], [1.0, 0.6, -2.3], [4.7, -1.0, 3.0], [-0.3, -0.1, -5.1], [0.8, 0.6, -0.4]],
  "e_tot_ha": -1003.80481,
  "homo_ev": -8.3,
  "homo_lumo_gap_ev": 7.7
}

Entry 3:
{
  "formula": "C11H17NO2",
  "method": "ωB97M-V/def2-TZVPD",
  "symbols": ["H", "C", "H", "H", "C", "C", "C", "N", "C", "C", "H", "C", "C", "O", "H", "C", "H", "H", "H", "O", "C", "H", "H", "H", "H", "H", "C", "H", "H", "H", "H"],
  "xyz": [[-1.508, -4.019, 1.914], [-0.752, -3.436, 0.071], [-0.304, -5.296, 0.597], [4.610, 2.249, -2.040], [-3.388, -0.055, 0.103], [-1.421, -1.319, -0.911], [-0.471, -2.375, -0.715], [1.520, 2.967, 0.427], [4.138, 1.390, -1.547], [-2.288, -1.135, 0.117], [-2.337, 1.952, 0.324], [-2.377, -2.099, 1.162], [-3.085, 1.276, 0.800], [0.027, -4.569, 0.047], [1.008, 2.132, 0.649], [3.510, 1.747, -0.235], [3.232, 0.846, 0.321], [3.454, 1.036, -2.352], [-2.832, 1.224, 1.884], [3.139, 4.060, -0.695], [-1.652, -3.247, 1.184], [0.354, -2.473, -1.439], [-1.023, -0.627, -1.670], [1.164, 3.792, 0.882], [-3.667, 0.052, -0.940], [-3.050, -1.883, 2.002], [2.696, 3.017, -0.262], [-3.857, 2.049, 0.659], [5.098, 0.860, -1.415], [-4.251, -0.345, 0.709], [4.312, 2.229, 0.371]],
  "forces_ev_per_angstrom": [[-0.9, 0.0, 0.8], [-0.1, -0.6, 3.0], [-0.2, 0.7, -0.1], [-0.6, 0.6, 0.3], [0.6, 0.3, 0.9], [3.5, -0.6, 0.9], [-0.2, -0.1, -2.9], [-0.7, 0.2, 0.5], [1.3, 0.7, -1.7], [-2.6, 0.4, 0.8], [0.6, -1.1, 0.2], [-0.6, 0.6, 0.7], [1.0, 2.2, -0.5], [0.2, 0.0, -0.5], [0.5, -0.3, 0.0], [1.6, 0.7, 0.3], [-0.8, 0.5, -0.1], [0.5, -0.5, 0.9], [-0.3, -0.3, -0.8], [0.0, -0.2, -0.1], [1.7, -0.3, -2.5], [-0.4, 0.0, 0.4], [-1.3, 0.1, 0.3], [0.0, 0.2, -0.5], [-0.3, 0.4, 0.0], [0.2, 0.0, -0.4], [-0.9, -0.2, 0.6], [-0.8, -0.9, 0.5], [-0.9, -0.9, 0.0], [-0.1, -0.8, -0.6], [0.0, -0.8, -0.1]],
  "e_tot_ha": -634.53397,
  "homo_ev": -8.6,
  "homo_lumo_gap_ev": 9.2,
  "smiles": "CCc1ccc(O)cc1.CCC(N)=O"
}

Entry 4:
{
  "formula": "C11H17P",
  "method": "ωB97M-V/def2-TZVPD",
  "symbols": ["H", "H", "C", "C", "C", "H", "H", "H", "C", "H", "C", "H", "H", "C", "C", "H", "H", "P", "H", "C", "H", "H", "H", "H", "C", "H", "H", "C", "C"],
  "xyz": [[2.931, -1.591, -0.508], [1.470, 2.293, -0.159], [-2.471, -0.241, -1.323], [-2.466, -1.239, 1.003], [-1.038, 1.917, 0.380], [-0.647, 2.699, 1.029], [4.535, 0.198, -0.492], [-1.833, 0.046, -2.156], [1.383, 1.347, 0.390], [3.824, 1.733, -1.007], [0.827, -1.417, -0.063], [-1.968, 1.559, 0.808], [-1.507, -2.017, -0.737], [3.823, 0.974, -0.224], [2.157, -0.882, -0.242], [-1.254, 2.370, -0.588], [-3.272, -0.870, -1.708], [0.799, -3.117, 0.119], [-2.925, 0.651, -0.906], [-1.667, -1.030, -0.286], [-0.556, -3.306, 0.391], [4.155, 1.452, 0.698], [-1.891, -1.829, 1.715], [-3.394, -1.766, 0.785], [-0.283, -0.471, -0.015], [1.551, 1.597, 1.447], [-2.716, -0.294, 1.476], [-0.017, 0.827, 0.230], [2.451, 0.406, -0.056]],
  "forces_ev_per_angstrom": [[0.1, 0.0, 0.0], [0.0, 0.0, 0.1], [0.1, -0.1, 0.1], [0.1, -0.1, -0.2], [-0.1, -0.2, 0.0], [0.0, 0.1, 0.0], [0.1, 0.0, 0.0], [0.0, 0.1, -0.1], [0.0, -0.3, -0.2], [0.0, 0.1, 0.0], [-0.1, -1.0, 0.2], [-0.1, 0.0, 0.0], [0.0, 0.3, 0.1], [-0.1, -0.2, 0.0], [0.5, 0.4, -0.1], [0.0, 0.1, 0.0], [-0.1, 0.0, 0.0], [0.5, 0.5, -0.1], [-0.1, 0.1, 0.0], [-0.2, 0.0, 0.0], [-0.5, -0.1, 0.0], [0.1, 0.1, 0.0], [0.0, 0.0, 0.1], [-0.1, 0.0, 0.0], [-0.2, 0.4, -0.1], [0.0, 0.1, 0.0], [0.0, 0.1, 0.1], [0.1, 0.0, 0.0], [0.0, -0.1, 0.0]],
  "e_tot_ha": -770.64525,
  "homo_ev": -7.6,
  "homo_lumo_gap_ev": 7.6,
  "smiles": "[H]/P=C1/C=C(C)CC(C)=C1C(C)C"
}

Entry 5:
{
  "formula": "C11H18",
  "method": "ωB97M-V/def2-TZVPD",
  "symbols": ["C", "C", "H", "H", "C", "C", "C", "H", "H", "C", "C", "H", "C", "H", "C", "H", "H", "H", "H", "H", "H", "H", "H", "H", "C", "H", "H", "C", "H"],
  "xyz": [[1.279, 0.171, -1.760], [-0.177, -0.269, -2.014], [-0.868, 0.581, -1.852], [1.864, -0.727, -1.574], [-0.747, -0.491, 1.931], [-1.822, 1.690, 1.457], [1.732, 0.763, 2.409], [-1.496, -1.886, -1.433], [0.441, -2.325, 2.192], [1.578, -0.646, 2.569], [-0.532, -1.441, -1.107], [-1.500, 2.513, 0.806], [-0.637, 0.878, 1.910], [-2.563, 1.087, 0.921], [-0.350, -0.471, -3.531], [1.785, 0.626, -2.611], [-2.385, 2.107, 2.286], [0.710, 2.537, 1.837], [-1.761, -0.910, 1.869], [0.068, -2.316, -0.896], [0.223, 0.189, -4.159], [2.323, -1.366, 2.858], [-0.150, -1.509, -3.836], [1.382, 0.911, -0.966], [0.382, -1.250, 2.206], [2.702, 1.208, 2.523], [-1.375, -0.182, -3.809], [0.635, 1.470, 1.936], [-0.741, -0.941, -0.159]],
  "forces_ev_per_angstrom": [[0.2, 0.1, 0.0], [1.3, 0.7, -1.4], [0.4, -0.4, 0.7], [0.2, 0.0, 0.5], [-0.4, -0.4, 1.2], [-0.3, 0.2, 0.0], [-0.5, -1.8, -0.4], [0.2, 0.3, 0.1], [-0.7, -0.3, 0.0], [-0.5, 0.8, -0.9], [-2.5, 0.6, 0.1], [-0.2, -0.2, 0.2], [0.1, 0.5, -1.8], [0.3, 0.0, -0.1], [-1.1, -0.9, -0.1], [-0.4, 0.1, -0.3], [0.1, 0.3, 0.3], [0.1, 0.4, -0.3], [0.6, -0.1, -0.3], [1.0, 0.3, -0.5], [0.7, 0.3, 0.1], [0.7, 0.5, 0.1], [-0.1, 0.3, -0.1], [0.0, -0.4, 0.4], [0.5, 0.1, 0.7], [0.2, 0.3, 0.2], [0.0, -0.7, 0.0], [0.0, -0.2, 1.7], [0.1, -0.6, -0.1]],
  "e_tot_ha": -429.89639,
  "homo_ev": -9.0,
  "homo_lumo_gap_ev": 10.0,
  "smiles": "Cc1ccccc1.CC(C)C"
}

Entry 6:
{
  "formula": "C11H18",
  "method": "ωB97M-V/def2-TZVPD",
  "symbols": ["H", "H", "H", "H", "C", "C", "C", "H", "H", "C", "H", "H", "H", "C", "H", "C", "H", "H", "H", "H", "H", "C", "H", "C", "C", "C", "H", "C", "H"],
  "xyz": [[1.634, -0.142, -2.290], [0.505, -2.714, 0.086], [0.504, -1.531, -1.960], [-3.844, 1.849, -0.576], [1.425, -1.034, -1.710], [1.020, -1.821, 1.964], [0.920, -1.840, 0.582], [-0.157, 1.356, -0.394], [-4.212, 0.156, -1.056], [1.458, -0.819, -0.221], [-2.542, 0.957, -3.198], [1.762, -0.699, 3.638], [-1.437, 2.559, -0.031], [-1.155, 1.504, -0.070], [-1.224, 1.146, 0.960], [-3.500, 0.816, -0.548], [2.231, 1.359, 2.264], [2.425, 1.047, -0.172], [2.113, -1.847, -1.961], [-3.547, 0.440, 0.481], [-2.543, 2.449, -2.337], [-2.009, 1.495, -2.412], [-1.704, -0.231, -1.236], [2.018, 0.393, 1.835], [2.023, 0.249, 0.443], [1.614, -0.708, 2.563], [0.520, -2.543, 2.584], [-2.056, 0.778, -1.067], [-1.001, 1.700, -2.778]],
  "forces_ev_per_angstrom": [[-0.1, 0.0, -0.2], [-0.2, 0.1, 0.1], [-0.8, 0.5, -0.3], [-0.2, 0.0, 0.1], [0.5, -0.5, 0.6], [0.1, 1.0, -0.5], [0.2, -0.3, -0.1], [1.1, 0.4, -0.1], [0.2, 0.3, -0.5], [0.0, -1.1, 0.8], [0.1, -0.2, 0.1], [-0.4, 0.1, 0.0], [0.2, 0.1, -0.2], [-0.9, -0.1, 0.1], [-0.1, -0.3, -0.1], [0.1, -0.9, 0.4], [0.5, -0.2, 0.3], [0.0, 0.2, 0.1], [0.6, 0.4, -0.1], [0.1, 0.3, 0.1], [0.2, 0.1, 0.1], [-0.3, 0.3, -0.4], [0.0, -0.5, 0.3], [-0.2, -0.9, -1.1], [-0.1, 1.0, -0.5], [-0.1, 0.2, 1.0], [0.3, -0.5, 0.0], [-0.7, 0.7, 0.0], [0.1, -0.1, 0.1]],
  "e_tot_ha": -429.92113,
  "homo_ev": -9.0,
  "homo_lumo_gap_ev": 10.0,
  "smiles": "Cc1ccccc1.CC(C)C"
}

Entry 7:
{
  "formula": "C11H18",
  "method": "ωB97M-V/def2-TZVPD",
  "symbols": ["H", "H", "C", "H", "C", "H", "C", "H", "C", "C", "C", "H", "H", "H", "H", "C", "H", "H", "H", "H", "C", "H", "H", "H", "C", "C", "H", "C", "H"],
  "xyz": [[-3.915, 1.625, -0.575], [0.295, 1.743, -0.712], [-2.983, 1.599, -0.019], [0.449, -2.140, 1.065], [-0.544, 1.792, -0.022], [2.543, -1.645, -0.319], [0.339, -1.667, 0.083], [1.408, 2.830, 1.603], [1.735, -3.282, -1.183], [1.480, -0.941, -2.057], [1.588, -1.761, -0.801], [1.817, -3.976, -0.357], [0.039, -0.618, 0.188], [-1.783, 1.961, 3.100], [0.917, -3.656, -1.766], [-1.757, 1.665, -0.686], [2.182, -1.207, -2.844], [1.735, 0.143, -2.034], [2.676, -3.494, -1.699], [0.484, -1.031, -2.529], [-2.953, 1.583, 1.372], [-1.722, 1.637, -1.769], [0.567, 2.478, 3.084], [1.251, 1.135, 2.079], [-1.759, 1.818, 2.027], [0.738, 2.093, 2.059], [-3.900, 1.613, 1.909], [-0.544, 1.954, 1.346], [-0.384, -2.251, -0.542]],
  "forces_ev_per_angstrom": [[0.1, -0.3, 0.1], [0.5, 0.3, 0.8], [0.7, 0.0, -0.1], [0.0, 0.1, -0.3], [-1.1, -0.1, -1.2], [0.3, 1.0, 0.7], [0.2, 0.0, -0.9], [-0.1, -0.2, -0.2], [0.7, 0.3, -0.1], [0.0, 1.2, -1.4], [0.2, -2.5, -0.1], [-0.3, 0.3, 0.8], [-0.3, -0.4, 0.1], [0.1, -0.1, 0.1], [-0.5, 0.0, -0.6], [-0.6, 0.0, -0.3], [0.2, -0.8, 0.0], [-0.6, -0.4, 0.9], [-0.1, 0.4, -0.5], [0.3, 0.0, 0.3], [-0.6, 0.9, -0.5], [-0.2, 0.0, 0.0], [0.2, -0.5, -0.4], [0.2, -0.1, 0.2], [0.3, 0.2, 0.2], [0.5, 1.0, 1.1], [0.3, -0.3, 0.1], [-0.3, -0.6, 0.0], [-0.1, 0.7, 0.9]],
  "e_tot_ha": -429.91135,
  "homo_ev": -9.0,
  "homo_lumo_gap_ev": 10.0,
  "smiles": "Cc1ccccc1.CC(C)C"
}

Entry 8:
{
  "formula": "C11H18",
  "method": "ωB97M-V/def2-TZVPD",
  "symbols": ["H", "C", "C", "C", "C", "H", "H", "C", "C", "H", "H", "H", "C", "H", "H", "H", "H", "H", "H", "H", "H", "C", "C", "H", "H", "C", "H", "C", "H"],
  "xyz": [[-3.700, 0.015, 0.961], [2.097, 0.274, 0.098], [-3.106, -0.432, 1.630], [-1.999, -1.248, 0.840], [1.346, 2.818, -0.740], [2.280, -0.688, 0.677], [2.969, 2.530, -2.102], [2.806, 0.781, -0.966], [-2.034, -0.632, -0.545], [-3.740, -1.004, 2.251], [-2.620, 0.505, 2.189], [-1.234, -1.044, -1.235], [-2.389, -2.814, 0.845], [-0.115, 2.764, 0.821], [1.183, 3.837, -1.100], [3.416, -0.495, -2.509], [-1.840, 0.410, -0.411], [-1.797, -3.435, 0.123], [0.456, 0.255, 1.380], [-2.951, -0.577, -1.041], [4.732, 0.718, -1.969], [3.958, 0.119, -1.568], [0.640, 2.184, 0.270], [-2.029, -3.142, 1.983], [-0.823, -1.051, 1.230], [0.983, 0.910, 0.666], [-3.355, -2.990, 0.485], [2.452, 2.077, -1.342], [4.414, -0.644, -0.917]],
  "forces_ev_per_angstrom": [[-2.4, 1.6, -2.7], [-1.3, -1.8, 2.0], [4.8, 0.7, 2.4], [0.6, -0.6, 0.3], [2.5, -1.8, -1.0], [0.4, 0.9, -1.5], [1.3, 1.1, -1.8], [-0.2, 2.1, 1.2], [2.8, -0.4, -0.4], [-0.3, -0.7, 1.1], [-1.0, -2.2, -0.8], [-0.9, 0.4, 0.7], [4.4, 0.9, 2.4], [0.1, -0.5, -0.4], [-0.2, -0.4, 0.4], [1.9, 1.3, 2.1], [0.7, 0.9, 0.0], [0.1, 0.8, 0.7], [0.1, 1.2, -0.1], [-1.8, -0.8, -0.7], [0.5, 0.9, -0.4], [-1.6, -3.6, -2.4], [-0.8, 1.3, 0.5], [-1.7, 0.3, -3.0], [-3.5, -0.9, -0.7], [0.9, -1.1, -0.3], [-1.9, -0.1, 0.5], [-3.1, 0.2, 2.0], [-0.3, 0.2, -0.2]],
  "e_tot_ha": -429.83672,
  "homo_ev": -9.0,
  "homo_lumo_gap_ev": 10.0,
  "smiles": "Cc1ccccc1.CC(C)C"
}